No. 1
{
  "formula": "C26H35Br2NO15",
  "method": "ωB97M-V/def2-TZVPD",
  "symbols": ["Br", "Br", "O", "O", "O", "O", "O", "O", "O", "O", "O", "O", "O", "O", "O", "O", "O", "N", "C", "C", "C", "C", "C", "C", "C", "C", "C", "C", "C", "C", "C", "C", "C", "C", "C", "C", "C", "C", "C", "C", "C", "C", "C", "C", "H", "H", "H", "H", "H", "H", "H", "H", "H", "H", "H", "H", "H", "H", "H", "H", "H", "H", "H", "H", "H", "H", "H", "H", "H", "H", "H", "H", "H", "H", "H", "H", "H", "H", "H"],
  "positions_angstrom": [[-1.65787, 2.44319, -1.68678], [1.31858, 4.75136, -2.30736], [-4.47938, 3.81062, -1.73012], [1.38898, -3.19811, 9.46100], [0.90482, -2.53548, -3.36854], [-3.47147, -0.43287, 3.50405], [-4.33116, -0.97900, 5.51651], [-0.41916, -1.91616, 9.87197], [7.52671, 1.69210, -2.79654], [-4.90162, 1.70706, -1.04548], [5.81334, 0.48120, -3.53313], [0.53748, -1.46700, -1.41322], [-0.62165, -3.71525, 8.58063], [-2.71296, -2.22791, 4.57342], [5.61624, 2.71867, -3.42281], [0.30524, 0.18819, 0.09450], [-6.16672, 2.61395, -2.63437], [0.67815, 0.21957, -4.63306], [0.42455, 0.69977, -2.26038], [9.31829, 0.05377, -2.62932], [0.71404, -1.52186, -2.78195], [7.84355, 0.31852, -2.48345], [-6.01276, 0.82471, -1.23572], [-2.39850, -0.61657, 1.32065], [6.93801, -0.40666, -3.45694], [1.12491, 3.00723, -1.41258], [-1.71841, -1.84466, 9.26893], [-2.27412, -0.84173, 2.80054], [6.26223, 1.73449, -3.26375], [-2.88228, -3.49708, 7.70591], [0.40491, -0.13456, -1.04671], [-7.94420, 0.97885, -2.91152], [0.18312, 2.16614, -2.29664], [-6.48420, 1.20827, -2.62301], [3.12388, 0.26912, -4.60295], [0.23255, -2.96852, 9.31871], [1.72378, 1.45322, -6.39234], [-1.96639, -3.28615, 8.88053], [2.51149, 2.40737, -1.20039], [0.62656, -0.11822, -3.30355], [-2.17200, -2.28418, 3.24520], [-3.58205, -1.18583, 4.61600], [1.76802, 0.62552, -5.15178], [-5.12043, 2.81447, -1.79990], [2.08930, 2.44611, -6.11359], [3.24261, 3.20436, -1.09072], [9.62422, 0.11265, -3.67452], [-2.43946, -1.44500, 9.97659], [0.65969, 3.23375, -0.46119], [-1.44364, -0.25784, 3.20675], [7.52022, 0.13705, -1.45459], [-1.44122, -0.78775, 0.83556], [3.36585, 0.81291, -3.69414], [3.89647, 0.49872, -5.33080], [-2.30469, -3.86182, 9.74744], [-2.71347, 0.40589, 1.11239], [-1.15505, -2.66601, 3.27064], [-2.62241, -2.83415, 6.88308], [-8.13821, -0.08472, -3.04915], [-8.23816, 1.50726, -3.81729], [2.83263, 1.78656, -2.03113], [3.15613, -0.79912, -4.38555], [0.24185, 2.49850, -3.32768], [-5.86174, 0.72761, -3.38347], [2.40817, 1.07743, -7.15337], [2.52158, 1.84582, -0.26564], [9.56193, -0.93682, -2.24620], [-2.79949, -2.94779, 2.64572], [-8.56579, 1.34752, -2.09466], [6.61912, -1.38878, -3.11818], [-3.91718, -3.30780, 7.98944], [-6.76356, 1.04459, -0.47286], [-3.14466, -1.28575, 0.88536], [-2.80160, -4.52112, 7.34157], [-1.65999, -1.19200, 8.39483], [0.71501, 1.52218, -6.78819], [-5.69088, -0.20949, -1.14596], [7.38262, -0.48616, -4.45171], [9.89171, 0.79367, -2.07303]],
  "energy_ha": -7343.201626,
  "smiles": "CC(C)=NC1=C([C@@H](Br)[C@@H](C)Br)C(=O)OC1=O.C[C@@H]1COC(=O)O1.C[C@@H]1COC(=O)O1.C[C@@H]1COC(=O)O1.C[C@@H]1COC(=O)O1",
  "total_charge": 0,
  "homo_ev": -9.652,
  "gap_ev": 8.81,
  "de_lowest_kj_mol": 0.0,
  "lumo_energy_ev": -0.84
}



No. 2
{
  "formula": "C20H30N6O",
  "method": "ωB97M-V/def2-TZVPD",
  "symbols": ["O", "N", "N", "N", "N", "N", "N", "C", "C", "C", "C", "C", "C", "C", "C", "C", "C", "C", "C", "C", "C", "C", "C", "C", "C", "C", "C", "H", "H", "H", "H", "H", "H", "H", "H", "H", "H", "H", "H", "H", "H", "H", "H", "H", "H", "H", "H", "H", "H", "H", "H", "H", "H", "H", "H", "H", "H"],
  "positions_angstrom": [[2.40724, -2.93873, 1.08301], [-4.75854, 3.45486, -1.40344], [1.35360, -0.05588, 1.74619], [-1.96711, 0.27301, 0.13165], [-4.36179, 2.70076, -2.42340], [0.61755, 0.55415, 2.66916], [3.55810, -1.03551, 1.49518], [1.35483, 0.62729, 3.75933], [-1.51858, -0.87136, 0.90540], [4.81309, -1.96034, -1.08290], [2.60848, 0.04539, 3.55544], [-3.32502, 0.66161, 0.47016], [0.87990, -0.28187, 0.39821], [4.67156, -2.75597, 0.23208], [3.42501, -2.29555, 0.97986], [4.16594, -2.86422, -2.12728], [0.33612, 1.00219, -0.23540], [4.65885, -4.24784, -1.71782], [-4.46993, 2.87754, -0.21806], [-0.19329, -1.37260, 0.34696], [-1.03899, 1.37678, 0.30795], [-3.84644, 1.67841, -0.48899], [-5.46842, 4.68332, -1.63155], [4.54980, -4.23093, -0.19036], [-6.97893, 4.48136, -1.52888], [2.56774, -0.39105, 2.24581], [-3.80899, 1.62762, -1.89364], [-2.26618, -1.66422, 0.81831], [1.75433, -0.61718, -0.17072], [4.44652, -2.59552, -3.14466], [-3.39801, 1.05780, 1.50058], [3.56926, -4.59534, 0.12033], [0.96585, 1.08663, 4.64616], [5.30988, -4.85214, 0.28040], [-5.20411, 5.02199, -2.63554], [-7.25041, 4.13331, -0.53482], [0.15113, -2.24680, 0.89960], [0.25339, 0.83214, -1.30988], [-1.40123, -0.61624, 1.97185], [-1.41954, 2.23623, -0.25022], [-0.94939, 1.65552, 1.37041], [5.53511, -2.58885, 0.88165], [-7.30349, 3.74169, -2.25622], [-3.39371, 0.86033, -2.51444], [-7.49477, 5.41730, -1.72506], [4.48044, -0.62634, 1.52910], [5.87030, -1.82525, -1.31884], [4.34650, -0.97608, -1.03091], [4.07355, -5.05040, -2.16225], [3.07977, -2.81661, -2.03694], [-5.13527, 5.42665, -0.90104], [-3.94830, -0.23801, 0.41115], [3.41742, -0.05098, 4.24980], [-4.71643, 3.34707, 0.71344], [1.03105, 1.82718, -0.06563], [-0.33513, -1.65431, -0.69716], [5.69968, -4.37201, -2.02311]],
  "energy_ha": -1183.884100,
  "smiles": "CCn1cc(CN2CCC(n3nccc3NC(=O)C3CCCC3)CC2)cn1",
  "total_charge": 0,
  "homo_ev": -8.195,
  "gap_ev": 8.85,
  "de_lowest_kj_mol": 20.5,
  "lumo_energy_ev": 0.65
}



No. 3
{
  "formula": "C2HN2OS",
  "method": "ωB97M-V/def2-TZVPD",
  "symbols": ["S", "O", "N", "N", "C", "C", "H"],
  "positions_angstrom": [[1.96558, 1.35379, -1.28855], [1.71910, 0.43378, 1.23595], [-1.03673, -0.03226, -0.47066], [-2.51982, -1.40723, 0.90448], [-1.73839, -0.76635, 0.25530], [1.64977, 0.83340, 0.15118], [-0.03951, -0.41513, -0.78769]],
  "energy_ha": -659.778881,
  "total_charge": -1,
  "homo_ev": -2.775,
  "gap_ev": 5.70,
  "de_lowest_kj_mol": 104.5,
  "lumo_energy_ev": 2.92
}